ORCA calculation (the ωB97M-V functional and the def2-TZVPD basis) on a single C3H3Cl2NO molecule at a distorted geometry.

Gap between HOMO and LUMO   9.168 eV
Largest force on an atom   2.58 eV Å⁻¹
LUMO energy   -0.0171 Ha
Energy relative to the best compared isomer or geometry (same formula, charge and spin)   82.0 kcal/mol

Atoms and positions in Å:
C: -1.2957 -0.9070 -0.6729
C: -0.3868 -0.6118 0.2184
C: 0.3262 0.6716 0.1078
N: 1.4899 0.5845 0.9664
O: 1.7789 1.5541 1.6146
Cl: 0.0721 -1.7724 1.3307
Cl: 1.2664 0.8829 -1.3907
H: -1.6207 -1.8779 -0.9889
H: -1.2893 -0.1217 -1.4225
H: -0.3410 1.5977 0.2373